42
Properties=species:S:1:pos:R:3 method="wB97M-V/def2-TZVPD" multiplicity=1 lumo_ev=-5.772 homo_energy_ev=-11.6 de_lowest_kj_mol=847.8 charge=+1 e_tot_ev=-81777.686
Zn -0.16 1.51 2.21
F -1.03 0.10 1.04
C 1.94 2.59 0.18
O 0.98 2.17 0.77
N 1.89 3.38 -0.83
N 3.15 2.40 0.46
H 2.64 3.77 -1.38
H 0.98 3.73 -1.09
H 3.51 1.99 1.31
H 3.64 2.94 -0.24
C -2.87 2.22 -2.53
O -2.28 1.97 -3.55
N -2.49 1.92 -1.38
N -4.09 2.72 -2.40
H -1.55 1.57 -1.32
H -3.12 2.07 -0.60
H -4.41 3.10 -1.52
H -4.73 2.57 -3.17
C -2.40 -3.00 -0.62
O -2.07 -3.53 0.41
N -2.36 -1.72 -0.87
N -2.66 -3.61 -1.73
H -2.56 -1.38 -1.80
H -1.91 -1.11 -0.21
H -2.79 -3.07 -2.58
H -2.89 -4.59 -1.66
C 1.73 -0.75 3.16
O 0.82 0.01 3.13
N 2.95 -0.55 2.96
N 1.87 -2.03 3.45
H 3.34 0.39 2.92
H 3.66 -1.22 3.21
H 1.04 -2.57 3.58
H 2.78 -2.46 3.38
C 1.67 -1.74 -0.39
O 2.65 -2.38 -0.65
N 1.43 -0.51 -0.75
N 0.63 -2.10 0.27
H 2.04 -0.17 -1.48
H 0.47 -0.20 -0.79
H 0.01 -1.36 0.54
H 0.56 -3.06 0.58

***

62
Properties=species:S:1:pos:R:3 method="wB97M-V/def2-TZVPD" multiplicity=2 lumo_ev="-3.208 / -3.824" homo_energy_ev="-11.1 / -12.0" de_lowest_kj_mol=0.0 charge=+1 e_tot_ev=-129248.767 s2=0.76
Ga -0.45 -1.62 17.36
Cl 2.12 0.88 21.25
C 3.33 -0.16 20.67
Cl 1.22 -0.19 16.99
Cl 4.37 0.42 19.55
C 3.45 -1.42 21.20
N 3.40 -2.53 21.56
C -4.83 1.39 17.57
C -4.05 0.34 18.28
C -3.70 0.80 19.67
O -2.72 0.26 17.57
B -2.35 -1.02 17.64
O -3.27 -1.91 18.13
C -4.54 -1.17 18.19
C -5.30 -1.46 16.88
C -5.30 -1.78 19.35
H -4.30 2.30 17.72
H -5.80 1.38 18.09
H -4.96 1.17 16.50
H -3.37 1.82 19.71
H -2.84 0.20 20.00
H -4.53 0.64 20.31
H -4.72 -1.08 16.07
H -6.27 -1.00 16.92
H -5.43 -2.52 16.82
H -4.80 -1.71 20.36
H -5.41 -2.84 19.14
H -6.29 -1.34 19.52
O -0.84 -2.66 15.69
N -0.13 -2.78 14.58
C 0.17 -1.64 13.90
C 1.02 -1.70 12.84
C 1.39 -2.97 12.37
C 0.95 -4.09 13.04
C 0.17 -4.01 14.17
H -0.20 -0.70 14.36
H 1.30 -0.81 12.30
H 2.06 -3.04 11.57
H 1.23 -5.11 12.71
H -0.17 -4.87 14.68
C 3.06 -4.78 17.62
C 2.40 -3.44 17.83
P 0.66 -3.39 18.35
C 0.47 -3.55 20.13
C -0.89 -3.23 20.70
C 0.01 -4.94 17.69
C -1.51 -5.06 17.67
H 4.19 -4.81 17.73
H 3.00 -5.12 16.60
H 2.69 -5.58 18.26
H 2.49 -2.78 16.92
H 2.84 -2.88 18.60
H 1.16 -2.89 20.68
H 0.82 -4.59 20.30
H -1.37 -2.28 20.38
H -0.68 -3.03 21.77
H -1.63 -4.04 20.72
H 0.39 -5.73 18.35
H 0.44 -5.30 16.71
H -1.97 -4.47 18.48
H -1.81 -6.12 17.63
H -1.98 -4.58 16.80

***

15
Properties=species:S:1:pos:R:3 method="wB97M-V/def2-TZVPD" multiplicity=3 lumo_ev="-3.208 / -7.548" homo_energy_ev="-13.6 / -14.7" de_lowest_kj_mol=69.1 charge=+1 e_tot_ev=-77289.637 s2=2.03
C 1.28 -0.76 1.57
C 0.30 1.15 0.96
C 0.84 -1.07 0.24
C -1.15 0.08 -0.80
N 0.98 0.42 1.99
N 0.20 0.18 -0.28
Br 3.48 -1.21 -1.08
H 1.79 -1.52 2.09
H -0.76 1.39 1.09
H 0.80 2.11 0.73
H 0.26 -1.92 -0.03
H -1.21 -0.52 -1.72
H -1.80 -0.44 -0.20
H -1.47 1.06 -1.12
H 0.77 0.52 -1.09

***

79
Properties=species:S:1:pos:R:3 method="wB97M-V/def2-TZVPD" multiplicity=1 lumo_ev=3.572 homo_energy_ev=-0.8 de_lowest_kj_mol=119.2 charge=-2 e_tot_ev=-229444.615
Pb 0.29 1.52 1.45
C -2.18 5.57 2.17
C -1.11 4.62 1.72
N -0.70 3.66 2.46
N -1.24 3.52 3.69
C -0.74 2.62 4.57
N -1.38 2.60 5.74
S 0.62 1.64 4.32
C -0.50 4.71 0.38
C -0.67 5.82 -0.45
C -0.02 5.87 -1.67
C 0.78 4.80 -2.06
C 0.88 3.72 -1.20
N 0.25 3.68 -0.03
H -1.88 6.04 3.11
H -3.10 5.01 2.37
H -2.40 6.34 1.44
H -2.28 3.73 3.84
H -2.35 2.98 5.73
H -1.23 1.77 6.29
H -1.29 6.64 -0.14
H -0.14 6.73 -2.32
H 1.31 4.80 -3.01
H 1.46 2.84 -1.46
S -6.43 0.96 3.40
As -4.66 1.54 4.43
S -2.34 1.31 1.44
S -2.83 0.43 3.24
S -4.37 3.71 4.07
C 1.99 -4.11 -5.11
C 1.95 -2.58 -5.17
C 0.93 -2.16 -6.24
C 3.32 -2.08 -5.61
C 1.55 -2.03 -3.80
C 2.43 -1.34 -2.97
C 1.99 -0.90 -1.74
Br 3.25 0.06 -0.65
C 0.69 -1.08 -1.21
O 0.36 -0.63 -0.06
C -0.20 -1.79 -2.07
C 0.25 -2.23 -3.31
C -1.65 -2.00 -1.63
C -2.44 -2.91 -2.57
C -1.70 -2.63 -0.23
C -2.35 -0.63 -1.60
H 2.27 -4.54 -6.08
H 1.01 -4.51 -4.82
H 2.71 -4.44 -4.36
H 1.24 -2.51 -7.22
H 0.85 -1.07 -6.27
H -0.06 -2.56 -6.03
H 3.54 -2.44 -6.62
H 4.11 -2.44 -4.94
H 3.36 -0.99 -5.62
H 3.45 -1.15 -3.26
H -0.44 -2.77 -3.94
H -1.99 -3.90 -2.65
H -2.53 -2.49 -3.58
H -3.45 -3.03 -2.17
H -1.13 -3.56 -0.20
H -2.74 -2.85 0.04
H -1.30 -1.94 0.51
H -2.39 -0.20 -2.60
H -1.82 0.05 -0.93
H -3.37 -0.73 -1.21
N 0.63 -1.91 2.59
C 1.38 -2.13 3.71
C 0.80 -2.60 4.89
C 1.57 -2.89 6.00
C 2.95 -2.72 5.97
C 3.54 -2.23 4.80
C 2.77 -1.94 3.69
H -0.36 -1.74 2.72
H 1.03 -1.38 1.82
H -0.28 -2.72 4.93
H 1.09 -3.25 6.90
H 3.56 -2.95 6.84
H 4.61 -2.07 4.77
H 3.23 -1.54 2.79

***

11
Properties=species:S:1:pos:R:3 method="wB97M-V/def2-TZVPD" multiplicity=1 lumo_ev=4.308 homo_energy_ev=-3.2 de_lowest_kj_mol=185.5 charge=-1 e_tot_ev=-7756.344
C -0.56 -1.81 1.14
O -1.49 -1.63 0.08
H -1.03 -1.81 2.12
H -0.01 -2.71 0.85
H 0.16 -0.97 1.17
C 0.50 1.95 -0.69
N 1.63 1.69 -1.32
O -0.04 1.08 0.05
H 0.01 2.93 -0.82
H -1.17 -0.93 -0.48
H 2.00 2.22 -2.10

***

11
Properties=species:S:1:pos:R:3 method="wB97M-V/def2-TZVPD" smiles="C#N.C=O.C=O" multiplicity=1 lumo_ev=0.182 homo_energy_ev=-10.1 de_lowest_kj_mol=314.8 e_tot_ev=-8774.432
N -2.08 0.75 -0.32
C -1.96 -0.04 -1.15
O 0.56 -0.81 -1.40
C 1.29 -0.03 -0.83
C 0.23 0.05 1.70
O 1.21 0.55 2.20
H -0.51 0.63 1.13
H -1.85 -0.77 -1.92
H 1.08 1.05 -0.80
H 2.18 -0.38 -0.29
H 0.03 -1.04 1.76

***

105
Properties=species:S:1:pos:R:3 method="wB97M-V/def2-TZVPD" multiplicity=1 lumo_ev=0.086 homo_energy_ev=-9.5 de_lowest_kj_mol=46.8 e_tot_ev=-51578.382
C -1.50 5.22 -0.93
C -1.76 4.06 -1.89
C -0.46 3.21 -1.95
O -2.79 3.26 -1.27
H -1.24 4.61 -0.06
H -2.40 5.82 -0.77
H -0.66 5.82 -1.26
H -2.06 4.36 -2.90
H 0.43 3.75 -2.30
H -0.51 2.43 -2.71
H -0.31 2.83 -0.92
H -3.04 2.49 -1.84
C 1.95 -4.22 3.78
C 1.78 -2.80 4.21
C 3.02 -1.95 3.97
O 0.62 -2.21 3.68
H 2.72 -4.56 4.47
H 2.26 -4.35 2.74
H 1.03 -4.77 4.01
H 1.56 -2.81 5.31
H 3.09 -1.70 2.91
H 3.90 -2.47 4.35
H 2.90 -1.01 4.53
H 0.66 -2.26 2.70
C 4.94 2.57 -2.00
C 3.60 1.94 -2.16
C 3.03 2.14 -3.56
O 3.67 0.52 -1.88
H 5.39 2.44 -1.03
H 4.78 3.64 -2.17
H 5.63 2.30 -2.81
H 2.89 2.39 -1.45
H 3.75 1.81 -4.31
H 2.84 3.19 -3.72
H 2.10 1.57 -3.71
H 2.80 0.14 -2.16
C 3.07 1.79 2.48
C 2.19 2.92 3.03
C 1.97 4.03 2.04
O 0.89 2.54 3.35
H 2.83 1.50 1.49
H 2.89 0.92 3.10
H 4.11 2.11 2.54
H 2.68 3.25 3.98
H 1.38 4.77 2.53
H 1.33 3.61 1.29
H 2.89 4.47 1.70
H 0.86 1.73 3.93
C -3.01 -2.62 -2.83
C -1.58 -2.25 -3.32
C -1.12 -3.12 -4.50
O -1.61 -0.87 -3.81
H -2.89 -3.53 -2.25
H -3.65 -2.78 -3.69
H -3.42 -1.88 -2.12
H -0.83 -2.38 -2.51
H -0.20 -2.78 -4.91
H -1.89 -3.06 -5.24
H -0.84 -4.13 -4.29
H -0.73 -0.74 -4.25
C -4.83 -0.48 2.16
C -5.02 -0.75 0.69
C -6.32 -1.47 0.38
O -4.94 0.50 -0.02
H -3.81 -0.11 2.37
H -4.93 -1.44 2.66
H -5.55 0.22 2.58
H -4.19 -1.32 0.29
H -6.40 -2.47 0.74
H -6.36 -1.47 -0.71
H -7.12 -0.80 0.66
H -4.54 1.19 0.52
C 1.06 -0.04 -0.33
C 0.13 -0.69 0.70
C -1.28 -0.74 0.23
O 0.76 -1.97 1.09
H 1.10 -0.67 -1.21
H 2.02 0.13 0.14
H 0.60 0.91 -0.60
H 0.13 -0.03 1.61
H -1.61 0.32 0.06
H -1.95 -1.18 0.95
H -1.40 -1.29 -0.72
H 0.95 -2.46 0.26
O -1.57 -4.57 2.07
H -2.10 -4.95 2.77
H -0.94 -3.98 2.53
O 4.45 -2.14 -1.11
H 4.36 -1.22 -1.43
H 5.39 -2.28 -1.01
O 1.90 -1.48 -3.68
H 1.92 -2.00 -2.84
H 2.81 -1.17 -3.85
O -3.05 2.39 1.70
H -2.97 3.07 1.01
H -2.23 2.35 2.18
O -0.11 0.27 4.27
H -0.95 0.37 4.75
H 0.06 -0.69 4.20
O -3.35 0.74 -2.52
H -3.91 0.63 -1.76
H -2.51 0.26 -2.42
O 1.85 -3.19 -1.33
H 1.77 -4.15 -1.44
H 2.81 -3.04 -1.23

***

12
Properties=species:S:1:pos:R:3 method="wB97M-V/def2-TZVPD" multiplicity=2 lumo_ev="-6.421 / -8.993" homo_energy_ev="-13.5 / -13.5" de_lowest_kj_mol=154.7 charge=+1 e_tot_ev=-6751.417 s2=0.75
C 2.41 2.02 1.83
C 1.33 1.80 1.05
H 3.12 2.81 1.57
H 2.68 1.38 2.68
H 0.74 2.57 0.55
H 1.14 0.77 0.68
C -0.88 -1.15 -1.10
N -2.03 -1.70 -1.60
O -0.64 -0.83 0.04
H -0.13 -1.02 -1.90
H -2.91 -1.47 -1.17
H -2.07 -1.63 -2.60

***

45
Properties=species:S:1:pos:R:3 method="wB97M-V/def2-TZVPD" smiles="CCOC(=O)CNC(=S)N(Cc1ccccc1)Cc1cccnc1" multiplicity=1 lumo_ev=0.707 homo_energy_ev=-8.2 de_lowest_kj_mol=107.3 e_tot_ev=-38408.048
C -3.64 2.47 -2.86
C -2.96 1.72 -4.00
H -1.99 2.17 -4.22
H -3.58 1.71 -4.89
O -2.77 0.34 -3.66
C -1.72 0.04 -2.91
O -0.88 0.82 -2.53
C -1.67 -1.45 -2.59
N -0.61 -1.73 -1.65
C -0.88 -1.79 -0.31
N 0.17 -1.85 0.54
C -0.03 -1.76 1.97
C 0.30 -0.39 2.49
C -0.47 0.71 2.11
N -0.20 1.95 2.47
C 0.86 2.16 3.24
C 1.68 1.15 3.69
C 1.40 -0.15 3.30
H 2.02 -0.97 3.63
H 2.53 1.37 4.32
H 1.04 3.20 3.50
H -1.35 0.58 1.49
H 0.60 -2.51 2.46
H -1.08 -2.00 2.17
C 1.56 -1.89 0.12
C 2.26 -0.56 0.22
C 3.52 -0.49 0.81
C 4.17 0.73 0.95
C 3.56 1.89 0.51
C 2.32 1.83 -0.09
C 1.67 0.61 -0.24
H 0.70 0.60 -0.70
H 1.84 2.73 -0.44
H 4.06 2.84 0.63
H 5.15 0.76 1.41
H 3.99 -1.39 1.17
H 1.62 -2.28 -0.90
H 2.07 -2.61 0.77
S -2.44 -1.91 0.24
H 0.26 -1.28 -1.91
H -2.63 -1.75 -2.14
H -1.51 -2.01 -3.51
H -3.84 3.50 -3.17
H -3.00 2.48 -1.98
H -4.58 1.99 -2.61

***

21
Properties=species:S:1:pos:R:3 method="wB97M-V/def2-TZVPD" smiles="C=C/C(=C/C)NC.O" multiplicity=1 lumo_ev=0.806 homo_energy_ev=-7.6 de_lowest_kj_mol=406.4 e_tot_ev=-9966.963
C -0.89 -1.60 -1.46
N -0.67 -0.94 -0.12
C -0.16 0.43 0.11
C -0.37 1.07 1.31
C -1.06 0.65 2.47
C 0.12 1.93 -1.71
C 0.69 1.03 -0.87
H 0.09 -2.21 -1.74
H -1.05 -0.80 -2.16
H -1.64 -2.45 -1.34
H -1.27 -1.33 0.47
H 0.38 1.84 1.28
H -1.09 -0.43 2.71
H -2.15 0.97 2.37
H -0.53 1.11 3.43
H 0.92 2.16 -2.50
H -0.80 2.57 -1.72
H 1.63 0.66 -1.01
H 2.88 -1.95 0.82
H 2.05 -1.44 -0.40
O 2.91 -1.28 0.08

***

9
Properties=species:S:1:pos:R:3 method="wB97M-V/def2-TZVPD" smiles="CC=C=C=O" multiplicity=1 lumo_ev=-0.647 homo_energy_ev=-8.3 de_lowest_kj_mol=329.2 e_tot_ev=-6255.968
C 0.42 -0.18 -1.36
C -0.42 0.56 -0.31
C -0.53 0.10 0.91
C -0.45 -0.30 2.11
O -0.47 -0.59 3.25
H 1.03 -0.97 -0.89
H 1.09 0.52 -1.86
H -0.18 -0.65 -2.15
H -0.48 1.52 0.30

***

13
Properties=species:S:1:pos:R:3 method="wB97M-V/def2-TZVPD" multiplicity=1 lumo_ev=0.141 homo_energy_ev=-9.0 de_lowest_kj_mol=393.4 e_tot_ev=-9373.018
O 1.17 2.06 0.42
C 0.57 1.01 0.27
C 1.38 -0.21 -0.15
O 0.62 -1.20 -0.87
C 0.03 -0.74 -1.94
C -1.48 -0.17 1.05
C -0.88 0.92 0.57
H 1.78 -0.72 0.73
H 2.20 0.13 -0.78
H -0.50 -1.65 -2.31
H -0.95 -1.12 1.15
H -2.51 -0.16 1.37
H -1.41 1.86 0.49

***

Repeat the first record exactly.
42
Properties=species:S:1:pos:R:3 method="wB97M-V/def2-TZVPD" multiplicity=1 lumo_ev=-5.772 homo_energy_ev=-11.6 de_lowest_kj_mol=847.8 charge=+1 e_tot_ev=-81777.686
Zn -0.16 1.51 2.21
F -1.03 0.10 1.04
C 1.94 2.59 0.18
O 0.98 2.17 0.77
N 1.89 3.38 -0.83
N 3.15 2.40 0.46
H 2.64 3.77 -1.38
H 0.98 3.73 -1.09
H 3.51 1.99 1.31
H 3.64 2.94 -0.24
C -2.87 2.22 -2.53
O -2.28 1.97 -3.55
N -2.49 1.92 -1.38
N -4.09 2.72 -2.40
H -1.55 1.57 -1.32
H -3.12 2.07 -0.60
H -4.41 3.10 -1.52
H -4.73 2.57 -3.17
C -2.40 -3.00 -0.62
O -2.07 -3.53 0.41
N -2.36 -1.72 -0.87
N -2.66 -3.61 -1.73
H -2.56 -1.38 -1.80
H -1.91 -1.11 -0.21
H -2.79 -3.07 -2.58
H -2.89 -4.59 -1.66
C 1.73 -0.75 3.16
O 0.82 0.01 3.13
N 2.95 -0.55 2.96
N 1.87 -2.03 3.45
H 3.34 0.39 2.92
H 3.66 -1.22 3.21
H 1.04 -2.57 3.58
H 2.78 -2.46 3.38
C 1.67 -1.74 -0.39
O 2.65 -2.38 -0.65
N 1.43 -0.51 -0.75
N 0.63 -2.10 0.27
H 2.04 -0.17 -1.48
H 0.47 -0.20 -0.79
H 0.01 -1.36 0.54
H 0.56 -3.06 0.58

***

What is the multiplicity in the eighth record?
2